1.
Formula: C9H13OPS
Source: OMol25
Level of theory: ωB97M-V/def2-TZVPD

Output
Spin multiplicity: 1
Energy relative to the best compared isomer or geometry (same formula, charge and spin): 28.1 kcal per mole
Frontier orbital gap: 9.288 eV
Lowest unoccupied orbital energy: 0.399 eV
Total charge: 0
E_tot: -31713.208 eV
SMILES string: COP(S)c1ccccc1.C=C

Geometry (Å):
C: 3.07 -1.26 0.30
O: 2.13 -0.67 -0.55
P: 0.90 0.32 0.10
S: 1.53 2.21 -0.93
C: -0.46 -0.20 -1.07
C: -0.15 -0.69 -2.32
C: -1.18 -0.83 -3.25
C: -2.54 -0.57 -2.90
C: -2.90 -0.14 -1.60
C: -1.78 0.05 -0.74
H: 3.79 -0.57 0.84
H: 3.78 -2.01 -0.41
H: 2.64 -2.08 0.94
H: 2.22 2.72 0.03
H: 0.89 -0.60 -2.58
H: -0.91 -0.99 -4.30
H: -3.32 -0.50 -3.65
H: -3.90 0.10 -1.33
H: -1.78 0.32 0.23
C: -0.36 1.49 4.17
C: -0.27 0.31 3.59
H: -0.96 2.17 3.61
H: 0.02 1.78 5.07
H: -0.75 0.13 2.64
H: 0.29 -0.50 4.09



2.
Formula: C31H43MnN9O2S2
Source: OMol25
Level of theory: ωB97M-V/def2-TZVPD

Output
Spin multiplicity: 2
Frontier orbital gap (alpha / beta): 6.148 / 6.452 eV
Lowest unoccupied orbital energy (alpha / beta): -11.912 / -11.929 eV
Total charge: +4
E_tot: -103294.879 eV
⟨S²⟩: 0.91

Geometry (Å):
Mn: -0.36 0.06 -0.28
N: 3.93 -1.27 0.61
C: 2.60 -1.24 0.39
S: 2.35 -1.30 -1.43
N: 1.74 -1.27 1.33
N: 0.42 -1.09 0.93
C: -0.48 -2.02 1.42
C: -2.79 -1.29 2.48
C: -3.69 -2.06 3.20
C: -5.06 -1.89 3.10
C: -5.57 -0.89 2.29
C: -4.69 -0.10 1.55
C: -3.33 -0.31 1.63
O: -2.44 0.51 0.85
H: 4.60 -1.42 -0.13
H: 4.25 -1.44 1.55
H: 0.01 -2.89 1.87
H: -3.33 -2.82 3.88
H: -5.72 -2.51 3.68
H: -6.63 -0.71 2.23
H: -5.10 0.70 0.95
C: -1.04 -2.41 3.84
N: -1.34 -1.45 2.72
C: -0.75 -0.15 3.22
C: -1.28 -2.50 0.18
N: -1.36 -1.56 -0.74
C: -1.46 -1.53 -2.19
C: -2.31 -2.52 -3.07
C: -1.60 -3.43 -4.02
C: -0.31 -3.26 -4.31
C: 0.48 -2.24 -3.61
C: -0.02 -1.42 -2.69
N: 0.84 -0.46 -1.95
C: 1.33 0.72 -2.68
N: 1.59 1.79 -1.96
C: 1.88 1.80 -0.52
C: 1.69 3.13 -2.58
N: 1.58 0.70 -3.99
C: 2.83 1.31 -4.51
C: 0.70 0.24 -5.07
N: -1.55 -3.81 0.10
C: -1.76 -4.60 1.31
C: -1.30 -4.63 -1.08
H: -1.51 -2.06 4.75
H: 0.04 -2.40 3.97
H: -1.36 -3.41 3.59
H: -1.29 0.11 4.13
H: -0.87 0.65 2.49
H: 0.30 -0.30 3.42
H: -3.04 -3.06 -2.46
H: -2.18 -4.20 -4.51
H: 0.19 -3.89 -5.02
H: 1.53 -2.19 -3.87
H: 2.84 1.33 -0.32
H: 1.13 1.28 0.10
H: 1.91 2.83 -0.19
H: 1.21 3.12 -3.55
H: 2.73 3.45 -2.68
H: 1.17 3.83 -1.93
H: 3.52 1.50 -3.70
H: 2.63 2.22 -5.07
H: 3.27 0.58 -5.18
H: -0.28 -0.02 -4.71
H: 1.14 -0.62 -5.59
H: 0.62 1.06 -5.78
H: -2.25 -4.01 2.08
H: -0.83 -5.04 1.69
H: -2.44 -5.42 1.06
H: -0.76 -4.06 -1.83
H: -2.22 -5.04 -1.49
H: -0.66 -5.46 -0.77
C: -3.84 2.61 -0.17
S: -2.82 1.22 -0.55
O: -1.50 1.68 -0.97
C: -3.43 0.16 -1.73
C: -2.38 -0.36 -2.69
C: -3.00 -1.29 -3.76
C: -4.48 -1.37 -3.86
C: -5.31 -0.81 -2.97
C: -4.77 -0.03 -1.89
H: -3.38 3.44 -0.70
H: -3.82 2.78 0.91
H: -4.85 2.45 -0.53
H: -1.83 0.49 -3.10
H: -2.56 -1.12 -4.74
H: -4.89 -1.92 -4.70
H: -6.38 -0.89 -3.05
H: -5.48 0.43 -1.22



3.
Formula: C20H18O
Source: OMol25
Level of theory: ωB97M-V/def2-TZVPD

Output
Spin multiplicity: 1
Energy relative to the best compared isomer or geometry (same formula, charge and spin): 38.9 kcal per mole
Frontier orbital gap: 7.907 eV
Lowest unoccupied orbital energy: -0.251 eV
Total charge: 0
E_tot: -23076.701 eV
SMILES string: O=C1C2=CC=CC[C@@H]2C2=C3[C@@H]1C=C[C@@H]1C=CC[C@H](C=C2)[C@@H]31

Geometry (Å):
O: 2.25 0.89 2.98
C: 1.37 0.77 2.12
C: 0.12 1.55 2.33
C: -0.25 2.05 3.56
C: -1.45 2.91 3.67
C: -2.40 2.94 2.73
C: -2.21 2.13 1.50
C: -0.70 1.91 1.10
C: -0.64 0.86 -0.02
C: 0.49 0.02 -0.13
C: 1.74 0.29 0.70
C: 2.68 -0.92 0.70
C: 2.44 -2.09 0.00
C: 1.24 -2.27 -0.87
C: 1.56 -3.08 -2.08
C: 0.76 -2.97 -3.21
C: -0.34 -1.94 -3.31
C: -0.74 -1.29 -1.97
C: -1.61 -0.08 -2.13
C: -1.65 0.86 -1.13
C: 0.60 -0.93 -1.28
H: 0.44 1.91 4.40
H: -1.59 3.50 4.59
H: -3.27 3.56 2.85
H: -2.68 1.19 1.63
H: -2.75 2.64 0.67
H: -0.34 2.88 0.70
H: 2.31 1.11 0.19
H: 3.51 -0.77 1.31
H: 3.14 -2.93 0.13
H: 0.55 -2.84 -0.28
H: 2.40 -3.78 -2.09
H: 0.99 -3.56 -4.10
H: -1.24 -2.37 -3.73
H: -0.01 -1.18 -4.04
H: -1.26 -2.01 -1.35
H: -2.35 -0.06 -2.92
H: -2.42 1.60 -1.23
H: 1.28 -0.48 -1.99



4.
Formula: C5H33NO11
Source: OMol25
Level of theory: ωB97M-V/def2-TZVPD

Output
Spin multiplicity: 2
Energy relative to the best compared isomer or geometry (same formula, charge and spin): 16.7 kcal per mole
Frontier orbital gap (alpha / beta): 10.931 / 5.003 eV
Lowest unoccupied orbital energy (alpha / beta): -2.827 / -8.309 eV
Total charge: +1
E_tot: -29725.354 eV
⟨S²⟩: 0.76

Geometry (Å):
C: -1.42 2.96 0.28
C: -1.62 1.59 0.92
C: -1.38 0.58 -0.16
C: -0.24 -0.11 -0.14
C: -2.46 0.32 -1.17
N: -0.14 3.10 -0.35
H: -2.26 3.15 -0.39
H: -1.50 3.79 1.02
H: -1.03 1.42 1.83
H: -2.65 1.61 1.28
H: 0.07 -0.87 -0.84
H: 0.50 0.11 0.62
H: -3.29 1.01 -0.97
H: -2.91 -0.67 -1.20
H: -2.12 0.48 -2.20
H: 0.43 2.23 -0.31
H: -0.21 3.40 -1.33
H: 0.77 -2.67 -2.08
H: 0.29 -1.40 -2.74
O: 1.07 -1.96 -2.67
H: -2.07 -0.50 2.17
H: -3.56 -0.38 1.48
O: -2.94 -0.88 2.01
H: 0.73 -0.19 2.89
H: -0.07 -1.04 3.92
O: -0.11 -0.71 3.01
H: 2.13 -3.59 0.49
H: 0.69 -3.00 0.29
O: 1.60 -2.98 -0.03
H: -2.01 -2.63 -1.65
H: -1.31 -2.96 -0.28
O: -1.20 -2.95 -1.24
H: 2.97 -1.58 -0.76
H: 2.42 -1.44 -2.15
O: 3.08 -1.03 -1.55
H: 0.14 0.98 -3.83
H: 0.10 1.35 -2.38
O: -0.45 1.36 -3.17
H: 2.92 -0.20 3.26
H: 2.54 1.00 2.26
O: 2.27 0.47 3.05
H: 2.90 1.76 0.15
H: 2.56 2.83 1.19
O: 3.12 2.05 1.07
H: -0.59 -2.02 2.00
H: -1.92 -2.63 1.60
O: -0.96 -2.79 1.53
H: 2.57 0.49 -1.30
H: 2.48 1.74 -2.12
O: 2.07 1.38 -1.33



5.
Formula: C4H5IO
Source: OMol25
Level of theory: ωB97M-V/def2-TZVPD

Output
Spin multiplicity: 1
Energy relative to the best compared isomer or geometry (same formula, charge and spin): 65.0 kcal per mole
Frontier orbital gap: 9.605 eV
Lowest unoccupied orbital energy: 0.094 eV
Total charge: 0
E_tot: -14373.598 eV
SMILES string: C#C[C@@H](I)OC

Geometry (Å):
C: 0.22 -2.43 -0.29
C: 0.46 -1.38 0.19
C: 0.88 0.00 0.41
I: 3.05 0.20 0.11
O: 0.29 0.86 -0.49
C: -1.01 1.33 -0.19
H: -0.23 -3.29 -0.68
H: 0.57 0.49 1.32
H: -1.27 2.26 -0.68
H: -1.25 1.30 0.81
H: -1.71 0.66 -0.52



6.
Formula: C6H8N
Source: OMol25
Level of theory: ωB97M-V/def2-TZVPD

Output
Spin multiplicity: 1
Energy relative to the best compared isomer or geometry (same formula, charge and spin): 178.6 kcal per mole
Frontier orbital gap (alpha / beta): 6.695 / 6.693 eV
Lowest unoccupied orbital energy (alpha / beta): -6.073 / -6.073 eV
Total charge: +1
E_tot: -7827.945 eV

Geometry (Å):
C: -1.40 0.57 0.90
C: 0.03 -1.30 0.28
C: -0.42 -0.19 1.31
C: 0.77 -0.31 -0.53
C: -2.33 0.94 -1.31
C: 1.92 0.44 -0.08
N: -2.04 0.68 -0.18
H: 0.77 -2.01 0.70
H: -0.97 -1.82 -0.01
H: -0.10 -0.20 2.31
H: 0.10 0.13 -1.30
H: -3.17 1.15 -1.94
H: 2.91 0.17 -0.64
H: 2.15 0.35 1.02
H: 1.78 1.41 -0.55



7.
Formula: C6H14N2O2
Source: OMol25
Level of theory: ωB97M-V/def2-TZVPD

Output
Spin multiplicity: 1
Energy relative to the best compared isomer or geometry (same formula, charge and spin): 49.3 kcal per mole
Frontier orbital gap: 9.763 eV
Lowest unoccupied orbital energy: 0.836 eV
Total charge: 0
E_tot: -13523.488 eV
SMILES string: CNC(C)=O.CNC(C)=O

Geometry (Å):
C: 0.69 2.26 -1.31
N: -0.47 1.45 -1.55
C: -0.36 0.05 -1.67
C: -1.70 -0.61 -2.05
O: 0.74 -0.46 -1.56
H: 1.53 1.87 -1.88
H: 0.59 3.28 -1.79
H: 0.84 2.42 -0.19
H: -1.40 1.76 -1.27
H: -1.68 -1.57 -2.33
H: -2.53 -0.51 -1.24
H: -2.09 -0.25 -3.02
C: 2.32 -0.40 1.45
N: 1.06 -1.17 1.34
C: -0.17 -0.50 1.46
C: -1.41 -1.33 1.89
O: -0.10 0.78 1.40
H: 2.42 0.10 2.44
H: 3.18 -1.12 1.48
H: 2.43 0.51 0.82
H: 1.19 -2.12 1.55
H: -1.32 -2.37 1.77
H: -1.47 -1.03 3.02
H: -2.28 -1.04 1.21